[1]
Below is a 9-piece molecular cluster, C6H32N2O8 overall, with properties calculated with wB97M-V/def2-TZVPD.

```
48
Properties=species:S:1:pos:R:3:mulliken_charge:R:1
C -1.81 -1.92 -3.06 -1.27
C -0.71 -2.06 -1.98 -0.05
C 0.65 -1.46 -2.28 -1.21
C 0.91 -0.14 -1.55 0.63
N 0.77 -0.29 -0.08 0.26
C 0.08 0.96 -2.21 -1.28
N 0.31 2.29 -1.67 0.06
C -0.89 3.03 -1.35 -1.06
H -1.43 -1.60 -4.03 0.27
H -2.46 -1.09 -2.74 0.21
H -2.34 -2.85 -2.98 0.39
H -1.03 -1.93 -0.96 -0.01
H -0.66 -3.16 -1.85 0.54
H 0.91 -1.36 -3.35 0.60
H 1.40 -2.15 -1.90 0.30
H 1.96 0.15 -1.64 0.24
H 0.26 0.51 0.28 -0.46
H 0.43 -1.16 0.29 0.15
H 0.33 0.86 -3.28 0.34
H -0.98 0.69 -2.19 0.28
H 0.95 2.90 -2.16 0.23
H -1.58 2.54 -0.66 0.34
H -0.54 3.75 -0.58 0.37
H -1.49 3.58 -2.10 0.34
O 0.12 2.28 3.60 -0.69
H 0.16 1.52 4.18 0.35
H 0.85 2.18 2.98 0.31
O 3.22 0.60 2.12 -0.61
H 2.42 0.71 1.65 0.34
H 3.22 1.41 2.63 0.34
O -2.66 -0.73 -0.36 -0.48
H -3.49 -0.49 -0.79 0.26
H -3.05 -1.30 0.33 0.23
O -1.82 -1.89 2.27 -0.61
H -2.16 -2.17 3.13 0.29
H -2.02 -0.94 2.32 0.34
O -1.92 1.01 2.41 -0.67
H -1.11 1.32 1.98 0.32
H -1.98 1.79 2.99 0.31
O 1.11 -2.58 3.06 -0.64
H 1.90 -2.08 2.84 0.31
H 0.45 -2.16 2.50 0.32
O 1.83 2.60 1.01 -0.79
H 0.96 2.56 0.59 0.27
H 2.25 1.97 0.40 0.40
O 2.66 -2.08 0.55 -0.61
H 2.71 -1.12 0.57 0.24
H 3.33 -2.53 1.07 0.31
```

energy above the lowest of the compared OMol25 structures with the same formula, charge and spin = 277.5 kJ/mol
HOMO-LUMO gap = 9.35 eV
net charge = 0

***

[2]
Below is a 9-piece molecular cluster, C6H33N2O8 overall, with properties calculated with wB97M-V/def2-TZVPD.

```
49
Properties=species:S:1:pos:R:3:mulliken_charge:R:1
N -0.74 -1.26 -0.70 -0.41
C -1.01 -2.33 0.28 -0.86
C -2.01 -1.85 1.45 -0.91
N -1.67 -0.45 1.77 0.74
C -0.77 -0.31 2.96 -0.59
C 0.67 -0.35 2.66 -0.94
C -2.79 0.49 1.70 -0.76
C -3.18 0.77 0.22 -0.88
H -1.59 -0.96 -1.11 0.45
H -0.36 -0.33 -0.29 -0.31
H -0.08 -1.57 -1.40 0.39
H -1.59 -3.05 -0.27 0.56
H 0.02 -2.66 0.58 0.39
H -3.06 -2.11 1.01 0.36
H -1.90 -2.71 2.19 0.31
H -1.07 0.59 3.56 0.35
H -0.82 -1.23 3.64 0.21
H 1.01 -1.16 1.97 0.09
H 1.28 -0.46 3.55 0.54
H 1.16 0.47 2.13 -0.02
H -3.68 0.11 2.23 0.35
H -2.47 1.43 2.22 0.41
H -2.29 0.90 -0.47 -0.17
H -3.80 -0.03 -0.20 0.33
H -3.77 1.69 -0.08 0.33
H -1.81 1.18 -2.94 0.19
H -1.88 -0.25 -3.64 0.16
O -1.87 0.16 -2.79 -0.53
H 1.78 1.24 -2.34 0.09
H 2.61 2.06 -1.32 0.14
O 2.56 1.26 -1.75 -0.30
H 2.28 2.39 1.97 0.35
H 3.28 1.51 1.19 0.30
O 3.07 2.48 1.37 -0.64
H 2.40 -1.13 -2.82 0.39
H 1.80 -1.01 -1.44 0.19
O 2.35 -1.56 -1.97 -0.65
H -0.83 1.87 0.24 0.24
H 0.59 2.05 -0.28 0.14
O -0.20 1.41 -0.34 -0.51
H 3.82 -1.28 0.52 0.24
H 3.34 0.01 -0.40 0.32
O 3.19 -0.55 0.39 -0.64
H 1.13 -2.63 -3.31 0.23
H 0.27 -3.79 -2.63 0.28
O 0.29 -2.86 -3.02 -0.44
H 0.44 4.57 0.49 0.07
H -0.38 4.39 -0.74 0.19
O 0.06 3.82 0.01 0.26
```

spin multiplicity = 2
<S²> = 0.751
HOMO-LUMO gap (alpha / beta) = 2.83 / 9.44 eV
net charge = 0

***

[3]
Below is a 10-piece molecular cluster, C6H33NO10 overall, with properties calculated with wB97M-V/def2-TZVPD.

```
50
Properties=species:S:1:pos:R:3:mulliken_charge:R:1
C 0.11 -1.55 -3.53 -1.36
C 0.10 -2.05 -2.07 0.99
C -1.03 -3.05 -1.85 -1.51
C -0.01 -0.79 -1.19 -0.80
C -0.49 -1.02 0.25 0.63
N 0.38 -1.97 0.94 -0.70
C -0.69 0.30 1.03 0.24
O -1.94 0.90 0.61 -0.69
H 1.08 -1.24 -3.91 0.32
H -0.44 -0.60 -3.64 0.26
H -0.47 -2.18 -4.21 0.36
H 1.04 -2.55 -1.83 0.21
H -1.94 -2.48 -1.63 0.20
H -1.24 -3.71 -2.69 0.49
H -0.80 -3.66 -0.98 0.32
H 0.96 -0.28 -1.04 0.18
H -0.63 -0.01 -1.65 0.03
H -1.52 -1.41 0.23 0.33
H 1.25 -1.90 0.42 0.30
H 0.66 -1.65 1.86 0.23
H -0.89 0.11 2.06 -0.36
H 0.18 0.92 0.79 0.06
H -1.95 1.05 -0.33 0.30
O 0.51 3.32 1.83 -0.66
H 0.09 2.84 1.10 0.33
H -0.14 3.11 2.48 0.37
O -1.35 -0.21 4.66 -0.66
H -0.61 -0.59 4.16 0.30
H -1.50 0.67 4.32 0.33
O 2.96 0.59 -3.29 -0.61
H 2.54 1.02 -2.55 0.29
H 3.88 0.49 -3.01 0.30
O 3.87 0.23 -0.54 -0.59
H 3.28 0.05 0.21 0.28
H 4.53 0.76 -0.09 0.30
O 2.25 0.89 2.05 -0.61
H 2.16 0.16 2.67 0.36
H 2.06 1.78 2.35 0.29
O -1.65 3.13 -3.22 -0.62
H -0.89 2.73 -2.87 0.28
H -1.80 3.71 -2.47 0.33
O 1.27 -0.97 4.11 -0.64
H 1.87 -1.63 4.48 0.24
H 1.07 -0.36 4.83 0.36
O -2.18 2.50 2.80 -0.65
H -2.41 2.02 1.98 0.38
H -2.83 2.20 3.44 0.30
O -2.74 0.20 -2.02 -0.56
H -2.88 0.82 -2.75 0.29
H -3.08 -0.65 -2.31 0.25
```

energy above the lowest of the compared OMol25 structures with the same formula, charge and spin = 210.2 kJ/mol
HOMO-LUMO gap = 9.33 eV
net charge = 0

***

[4]
Below is a 11-piece molecular cluster, C6H34NO11 overall, with properties calculated with wB97M-V/def2-TZVPD.

```
52
Properties=species:S:1:pos:R:3:mulliken_charge:R:1
O -1.60 -0.38 -2.62 -0.48
C -0.94 -1.09 -1.92 -0.14
C -0.04 -0.37 -0.78 0.22
C 1.48 -0.01 -1.14 0.88
C 2.09 -0.83 -2.15 -1.51
C 2.29 0.06 0.23 -0.17
C 3.22 1.19 0.10 -1.44
N -0.24 -1.25 0.47 0.06
H -0.81 -2.20 -2.04 0.38
H -0.69 0.51 -0.54 -0.37
H 1.40 1.14 -1.44 0.25
H 1.99 -1.93 -1.89 0.31
H 3.04 -0.48 -2.51 0.50
H 1.42 -1.00 -2.97 0.31
H 2.71 -0.89 0.53 0.42
H 1.67 0.26 1.15 -0.04
H 3.85 1.10 -0.78 0.35
H 4.09 1.12 0.88 0.35
H 2.72 2.25 0.11 0.33
H 0.22 -0.78 1.27 0.24
H -1.27 -1.45 0.63 0.32
H 0.23 -2.13 0.51 0.44
H 1.64 -0.42 -5.43 0.26
H 0.18 -0.70 -5.47 0.28
O 0.99 -0.80 -4.92 -0.59
H -1.32 3.26 -1.39 0.29
H -1.75 4.55 -0.54 0.28
O -1.26 3.86 -0.78 -0.57
H 1.71 0.07 5.39 0.32
H 1.03 -1.11 5.83 0.31
O 0.91 -0.34 5.44 -0.63
H -1.83 -3.77 1.36 0.28
H -1.23 -4.70 0.10 0.26
O -1.44 -3.90 0.52 -0.53
H -3.16 -2.30 -0.99 0.31
H -3.79 -1.23 -0.09 0.26
O -3.04 -1.77 -0.14 -0.54
H -0.38 -1.42 3.49 0.26
H 0.85 -0.53 3.54 0.31
O 0.39 -1.14 2.98 -0.66
H -2.72 1.09 0.53 0.31
H -1.66 2.11 0.80 0.32
O -1.99 1.24 1.09 -0.62
H -5.13 1.20 -0.21 0.29
H -5.56 0.63 1.06 0.30
O -4.70 0.88 0.48 -0.64
H 2.48 1.85 3.86 0.29
H 3.08 2.18 5.15 0.34
O 2.83 1.37 4.56 -0.67
H -1.29 1.83 -3.83 0.30
H -0.01 2.78 -4.13 0.31
O -0.65 2.37 -3.34 -0.61
```

energy above the lowest of the compared OMol25 structures with the same formula, charge and spin = 601.1 kJ/mol
HOMO-LUMO gap = 10.33 eV
net charge = +1

***

[5]
Below is a 11-piece molecular cluster, C6H35NO10 overall, with properties calculated with wB97M-V/def2-TZVPD.

```
52
Properties=species:S:1:pos:R:3:mulliken_charge:R:1
C -1.42 2.58 -1.73 -0.94
C -2.14 1.22 -1.65 -0.46
C -1.55 0.22 -0.61 -0.24
C -1.74 -1.19 -1.15 0.12
C -3.21 -1.45 -1.48 -1.45
N -1.19 -2.18 -0.22 -0.03
C -0.82 -3.46 -0.82 -0.97
H -0.50 2.57 -1.14 0.06
H -2.00 3.45 -1.40 0.35
H -1.09 2.79 -2.75 0.27
H -2.22 0.70 -2.60 0.40
H -3.17 1.50 -1.40 0.24
H -2.15 0.41 0.30 0.04
H -0.55 0.52 -0.30 0.14
H -1.02 -1.22 -1.98 0.29
H -3.50 -2.50 -1.46 0.39
H -3.48 -1.28 -2.53 0.41
H -3.84 -0.86 -0.85 0.32
H -1.75 -2.33 0.60 0.25
H -1.74 -3.90 -1.22 0.30
H -0.25 -4.13 -0.18 0.32
H -0.05 -3.27 -1.57 0.27
O 1.83 -2.13 1.58 -0.74
H 0.97 -1.71 1.35 0.31
H 2.08 -2.37 0.67 0.34
O 2.22 3.23 -1.20 -0.57
H 2.25 4.19 -1.10 0.27
H 3.14 2.93 -1.15 0.29
O 3.09 0.48 -0.64 -0.62
H 3.33 -0.41 -0.98 0.38
H 2.70 0.20 0.20 0.22
O -2.66 1.77 2.86 -0.68
H -2.68 2.27 2.03 0.31
H -1.72 1.90 3.10 0.34
O 1.44 -0.29 -2.72 -0.64
H 1.52 0.18 -3.55 0.25
H 1.73 0.22 -1.93 0.44
O 3.09 0.19 2.33 -0.54
H 3.80 -0.16 2.88 0.27
H 2.65 -0.63 2.01 0.35
O -0.12 1.11 3.95 -0.64
H 0.72 1.13 3.47 0.34
H -0.11 0.49 4.68 0.28
O 2.97 -2.20 -1.31 -0.65
H 2.34 -1.96 -2.02 0.35
H 3.69 -2.59 -1.82 0.27
O 2.95 2.92 1.32 -0.61
H 2.15 2.57 0.92 0.29
H 3.33 2.29 1.93 0.32
O -2.62 -0.99 3.02 -0.65
H -2.96 -0.08 2.93 0.37
H -1.73 -0.76 3.32 0.28
```

energy above the lowest of the compared OMol25 structures with the same formula, charge and spin = 214.0 kJ/mol
HOMO-LUMO gap = 8.76 eV
net charge = 0

***

[6]
Below is a 11-piece molecular cluster, C6H35NO10S overall, with properties calculated with wB97M-V/def2-TZVPD.

```
53
Properties=species:S:1:pos:R:3:mulliken_charge:R:1
C -4.40 0.66 -0.21 -1.35
C -2.91 0.01 -0.24 0.22
C -2.91 -1.49 0.11 -0.48
C -2.24 -1.94 1.37 -0.80
N -0.74 -1.50 1.49 0.07
C 0.15 -2.58 1.97 -1.33
C 0.44 -3.62 0.86 -0.10
S 1.99 -2.99 0.07 -0.20
H -4.56 1.56 -0.78 0.41
H -5.02 -0.02 -0.81 0.37
H -4.76 0.88 0.83 0.28
H -2.27 0.32 -1.11 0.05
H -2.45 0.53 0.61 -0.03
H -3.92 -1.89 -0.03 0.54
H -2.44 -1.99 -0.82 0.06
H -2.19 -3.03 1.52 0.47
H -2.61 -1.42 2.27 0.28
H -0.36 -1.24 0.59 -0.03
H 1.03 -2.02 2.43 0.45
H -0.40 -3.07 2.89 0.39
H 0.47 -4.65 1.17 0.43
H -0.46 -3.56 0.10 0.12
H 1.92 -1.80 0.64 0.04
O 0.86 2.66 2.74 -0.89
H 0.43 1.70 2.68 0.60
H 0.77 2.67 3.73 0.30
O 1.44 0.95 -4.10 -0.61
H 2.25 0.35 -4.13 0.31
H 1.48 1.23 -3.17 0.33
O -1.59 -0.39 -4.19 -0.74
H -0.77 0.07 -4.44 0.36
H -2.10 0.03 -3.53 0.33
O 1.02 0.66 -1.28 -0.67
H 0.68 -0.13 -1.72 0.36
H 1.81 0.37 -0.72 0.43
O -0.63 4.40 1.35 -0.68
H 0.02 3.77 1.79 0.44
H -0.07 4.64 0.56 0.31
O -0.18 -1.68 -2.36 -0.50
H 0.47 -2.11 -2.91 0.22
H -0.94 -1.55 -3.00 0.31
O 3.47 2.53 1.78 -0.74
H 2.97 3.15 1.21 0.35
H 2.78 2.30 2.46 0.41
O 3.01 0.24 0.46 -0.65
H 3.63 0.13 -0.25 0.30
H 3.17 1.12 1.00 0.33
O 0.31 3.59 -2.20 -0.64
H 0.03 3.33 -1.33 0.28
H 0.14 2.72 -2.57 0.31
O -0.49 0.52 3.14 -0.74
H -1.31 0.94 3.27 0.33
H -0.46 -0.07 2.40 0.37
```

energy above the lowest of the compared OMol25 structures with the same formula, charge and spin = 282.0 kJ/mol
HOMO-LUMO gap = 9.35 eV
net charge = 0

***

[7]
Below is a 12-piece molecular cluster, C6H35NO12 overall, with properties calculated with wB97M-V/def2-TZVPD.

```
54
Properties=species:S:1:pos:R:3:mulliken_charge:R:1
C 0.31 -2.04 -1.78 -1.11
N -1.11 -1.93 -1.33 0.52
C -1.38 -3.22 -0.64 -1.54
C -2.18 -1.69 -2.32 -0.77
C -2.70 -0.22 -2.21 -1.06
C -1.55 0.76 -2.11 0.89
C -0.84 0.80 -3.42 -0.54
O 0.35 0.98 -3.50 -0.42
H 0.82 -2.21 -0.82 0.28
H 0.54 -3.05 -2.16 0.32
H 0.56 -1.30 -2.51 0.34
H -2.19 -3.10 0.09 0.43
H -0.45 -3.40 -0.08 0.49
H -1.55 -4.08 -1.28 0.36
H -1.79 -1.68 -3.35 0.33
H -2.90 -2.51 -2.32 0.47
H -3.21 0.03 -3.16 0.50
H -3.54 -0.19 -1.51 0.33
H -2.09 1.66 -1.79 0.39
H -0.91 0.56 -1.24 -0.47
H -1.36 0.77 -4.40 0.36
O -1.56 -0.96 1.24 -0.72
H -1.43 -0.96 0.25 0.45
H -1.30 -1.84 1.52 0.21
O -0.15 2.60 0.54 -0.39
H -0.56 3.47 0.46 0.20
H 0.22 2.50 1.41 0.44
O 3.11 1.39 -2.27 -0.65
H 3.51 2.26 -2.25 0.33
H 2.23 1.62 -1.95 0.28
O -1.22 1.62 2.92 -0.71
H -1.66 0.96 2.37 0.28
H -0.40 1.77 2.46 0.25
O 4.35 -0.46 -0.51 -0.67
H 3.81 -0.46 0.28 0.31
H 3.99 0.35 -0.94 0.42
O 2.21 2.72 2.75 -0.67
H 1.76 2.22 3.43 0.34
H 2.46 2.20 1.97 0.28
O 1.85 0.48 1.27 -0.16
H 1.83 -0.42 1.59 0.13
H 1.69 0.46 0.32 0.15
O -3.67 0.72 0.82 -0.65
H -3.35 1.44 1.36 0.29
H -3.11 -0.07 0.79 0.38
O 0.00 -0.34 3.96 -0.65
H -0.84 -0.15 4.38 0.34
H -0.08 -0.20 3.02 0.29
O 1.89 -1.94 2.88 -0.64
H 2.74 -1.93 3.32 0.28
H 1.26 -1.87 3.62 0.30
O 2.75 2.72 -0.07 -0.62
H 1.88 2.34 0.07 0.15
H 2.98 2.87 0.86 0.33
```

energy above the lowest of the compared OMol25 structures with the same formula, charge and spin = 549.0 kJ/mol
HOMO-LUMO gap = 9.79 eV
net charge = 0

***

[8]
Below is a 11-piece molecular cluster, C6H36N2O10 overall, with properties calculated with wB97M-V/def2-TZVPD.

```
54
Properties=species:S:1:pos:R:3:mulliken_charge:R:1
C 0.45 -2.61 2.49 -0.92
C 0.95 -2.93 1.09 -0.42
C 1.86 -1.85 0.54 -0.73
C 1.47 -0.36 0.73 -0.10
C 0.39 0.25 -0.18 0.04
N 0.70 0.28 -1.58 0.57
C 1.21 1.53 -2.08 -1.01
N 2.64 1.79 -1.82 -0.25
H 0.40 -1.54 2.63 0.29
H -0.57 -2.89 2.68 0.13
H 1.20 -3.01 3.24 0.28
H 1.59 -3.83 1.03 0.45
H 0.16 -3.21 0.34 0.23
H 1.95 -2.12 -0.55 0.28
H 2.85 -1.90 0.94 0.45
H 1.15 -0.25 1.77 0.05
H 2.41 0.22 0.69 0.29
H -0.11 1.20 0.11 0.21
H -0.43 -0.48 -0.19 -0.13
H 1.29 -0.53 -1.83 -0.13
H 1.13 1.53 -3.17 0.48
H 0.66 2.44 -1.79 0.27
H 2.93 1.39 -0.95 0.27
H 3.29 1.56 -2.57 0.36
H 2.57 -0.30 -3.04 0.29
H 1.84 -1.20 -3.97 0.40
O 2.29 -0.33 -3.97 -0.63
H -2.63 3.48 0.97 0.33
H -1.75 3.75 -0.32 0.30
O -2.62 3.47 0.01 -0.70
H 1.08 3.57 -0.83 0.28
H 0.62 4.81 0.04 0.30
O 0.35 4.11 -0.56 -0.58
H 2.49 1.90 3.56 0.29
H 1.48 1.32 4.48 0.30
O 1.54 1.70 3.59 -0.58
H -1.66 1.39 2.67 0.32
H -0.39 2.28 2.20 0.20
O -1.31 2.27 2.49 -0.59
H -3.41 -2.00 2.07 0.32
H -2.63 -2.49 3.15 0.28
O -2.64 -1.69 2.61 -0.62
H -2.13 -1.67 -1.52 0.25
H -2.82 -0.93 -2.76 0.32
O -2.89 -1.62 -2.10 -0.59
H 0.41 -2.26 -2.61 0.33
H 0.58 -3.76 -3.23 0.32
O 0.97 -2.91 -3.02 -0.63
H -2.62 1.96 -0.62 0.40
H -1.75 1.12 -1.53 0.18
O -2.54 1.02 -0.98 -0.50
H -3.36 -0.51 0.89 0.36
H -4.41 -0.38 -0.06 0.36
O -4.28 -0.79 0.81 -0.70
```

spin multiplicity = 2
<S²> = 0.757
energy above the lowest of the compared OMol25 structures with the same formula, charge and spin = 140.0 kJ/mol
HOMO-LUMO gap (alpha / beta) = 10.33 / 5.18 eV
net charge = +1

***

[9]
Below is a 13-piece molecular cluster, C6H37NO12 overall, with properties calculated with wB97M-V/def2-TZVPD.

```
56
Properties=species:S:1:pos:R:3:mulliken_charge:R:1
C 0.13 0.15 1.96 0.74
N -0.06 0.06 0.49 -0.06
C 0.98 -0.84 -0.15 0.22
C 0.77 -2.39 0.08 -1.32
C 0.04 1.40 -0.07 1.30
C 0.48 2.46 0.88 -0.95
C 0.74 1.71 2.26 -0.76
H -0.77 -0.09 2.47 0.21
H 0.90 -0.54 2.39 -0.70
H 1.95 -0.43 0.41 -0.40
H 1.06 -0.58 -1.21 0.71
H 1.75 -2.77 0.25 0.39
H 0.34 -2.93 -0.79 0.27
H 0.08 -2.54 0.87 0.26
H -1.05 1.71 -0.30 0.13
H 0.61 1.32 -1.07 -1.36
H -0.27 3.20 1.02 0.41
H 1.37 3.01 0.66 0.37
H 0.09 1.95 3.06 0.46
H 1.82 1.66 2.51 0.27
H 2.01 -1.55 3.07 0.21
H 1.54 -2.96 3.33 0.30
O 1.30 -2.07 3.40 -0.61
H 0.46 1.54 -2.76 0.32
H 0.33 2.92 -3.70 0.27
O 0.80 2.33 -3.06 -0.67
H 5.29 -0.06 0.04 0.25
H 3.98 0.10 -0.78 0.30
O 4.43 0.11 0.08 -0.62
H -0.54 -2.29 3.25 0.30
H -1.85 -1.57 3.79 0.33
O -1.51 -2.34 3.28 -0.71
H -2.13 -0.54 0.20 0.39
H -3.60 -1.04 0.50 0.36
O -3.07 -0.44 -0.08 -0.67
H -2.69 3.31 -2.77 0.26
H -2.04 2.32 -3.59 0.30
O -1.99 3.18 -3.28 -0.57
H -3.16 1.79 0.85 0.35
H -4.22 1.78 -0.13 0.27
O -3.96 2.27 0.51 -0.62
H 3.41 1.03 -3.63 0.25
H 2.46 1.63 -2.58 0.38
O 3.19 1.09 -2.75 -0.56
H -3.15 -0.38 -1.91 0.33
H -2.94 -1.87 -2.43 0.27
O -2.90 -0.89 -2.69 -0.71
H 4.37 -0.93 2.57 0.28
H 3.38 -1.12 1.40 0.42
O 3.64 -1.43 2.28 -0.67
H -2.97 -2.97 0.53 0.31
H -2.84 -2.76 2.01 0.40
O -3.44 -2.67 1.32 -0.72
H -1.42 -0.50 -3.48 0.41
H -0.50 -0.43 -4.71 0.26
O -0.62 -0.14 -3.78 -0.57
```

energy above the lowest of the compared OMol25 structures with the same formula, charge and spin = 454.0 kJ/mol
HOMO-LUMO gap = 8.97 eV
net charge = 0

***

Q: Look up the net charge of the third one.
A: 0

***

Q: Which formula does entry 2 have?
A: C6H33N2O8

***

Q: Which formula does entry 2 have?
A: C6H33N2O8